(1)
Here is a cluster of 7 separate species, C19H45Br6NO5 in total from the Open Molecules 2025 dataset. Energies are from ωB97M-V/def2-TZVPD.

Structure (XYZ):
```
76
Properties=species:S:1:pos:R:3:forces:R:3:lowdin_charge:R:1
H 27.653159 -4.378229 -2.383707 -0.36 -0.05 0.73 0.121
H 23.433933 -2.572821 -11.476347 0.02 0.25 -0.07 0.047
H 22.438144 -1.422114 -10.544222 0.14 0.11 0.26 0.053
Br 18.004592 -3.097101 -8.969024 0.20 0.13 0.17 0.612
C 19.308147 -2.376706 -7.707387 0.24 0.87 0.04 -0.703
H 19.227959 -13.728224 -7.343641 0.60 0.28 -0.34 0.071
Br 26.164209 -9.176902 -10.975937 0.33 -0.42 0.28 0.637
H 18.978917 -3.898184 -6.308934 -0.15 0.02 0.29 0.042
C 24.176083 -8.148490 -8.096731 -0.04 -0.22 0.19 -0.309
H 25.734912 -2.160359 -3.259636 -0.14 -0.01 0.40 0.062
C 22.947328 -2.376840 -10.527461 -0.06 -0.90 -0.01 -0.645
H 29.173288 -9.791327 -10.690096 -0.14 0.07 -0.17 0.050
H 24.743988 -10.223834 -8.451339 -0.06 0.20 -0.30 0.034
H 24.277514 -0.043154 -4.762735 -0.23 0.28 0.12 0.102
H 26.707271 -11.053805 -9.324250 -0.11 -0.10 -0.43 0.049
C 19.549400 -8.509930 -5.090987 -0.04 0.13 0.78 -0.084
C 19.459844 -9.237919 -6.408489 0.76 0.74 0.06 -0.296
C 23.907473 -2.652598 -9.387480 -0.07 0.02 -0.21 -0.668
H 24.266516 -9.943654 -6.825185 -0.19 0.32 0.13 0.079
H 27.055626 -2.071449 -2.003520 -0.34 0.09 0.09 0.074
H 22.718534 -5.734639 -5.442890 0.09 0.41 0.01 0.080
O 19.323918 -10.612023 -6.169081 -0.08 -0.05 0.04 -0.163
C 26.668631 -4.052653 -2.749383 0.66 -0.06 -0.96 -0.276
O 24.994662 -1.860920 -6.165423 0.77 -0.17 -0.44 0.041
H 22.421956 -6.019163 -8.449970 0.45 0.64 -0.17 0.093
N 23.883657 -1.397058 -6.197861 0.36 -0.24 1.30 -0.462
H 21.967216 -4.487255 -6.553295 0.38 0.08 0.21 0.044
H 24.360086 0.616670 -6.395141 0.04 -0.09 -0.01 0.098
C 22.240553 -5.531532 -6.401324 -0.39 -0.40 0.04 -0.056
C 23.044709 -6.085053 -7.545370 -0.33 -0.95 -0.92 -0.284
H 27.386107 -2.279794 -3.709990 0.13 -0.16 0.10 0.080
H 25.145904 -7.773059 -7.757319 0.26 -0.01 -0.37 0.100
H 19.511255 -7.427684 -5.231129 0.08 -0.03 -0.18 0.061
H 18.634637 -8.743498 -6.940956 -0.12 -0.69 -0.41 0.120
H 25.098899 -5.829075 -5.652371 -0.18 -0.08 0.12 0.061
H 18.704175 -8.753693 -4.441332 0.00 -0.13 -0.12 0.077
H 28.326695 -11.304717 -11.190949 0.30 -0.04 -0.04 0.057
O 23.186710 -7.485263 -7.349663 -0.34 -0.51 0.81 -0.184
C 24.047326 -9.639518 -7.851209 0.06 -0.29 0.38 -0.066
O 22.888514 -2.045971 -6.387380 -0.99 -0.10 -0.79 -0.034
H 20.298171 -2.701445 -8.019010 -0.13 -0.47 0.13 -0.003
Br 25.289613 -1.233717 -9.413005 -0.45 -0.48 0.06 0.634
C 18.916806 -2.811219 -6.315345 0.31 -0.82 -0.19 -0.698
H 25.217327 -7.506152 -5.040510 -0.01 -0.06 -0.15 0.079
O 26.566395 -4.647771 -4.041144 -1.05 0.38 -0.03 -0.170
H 20.398752 -9.061339 -6.951400 -0.16 0.09 -0.24 0.112
H 26.527282 -6.767120 -6.025078 -0.16 -0.19 -0.11 0.072
H 25.834213 -6.422612 -3.159934 0.03 0.57 0.24 0.112
H 23.031775 -9.955131 -8.091970 0.01 -0.06 -0.01 0.072
Br 21.524714 -3.749816 -10.457606 0.18 0.26 0.01 0.639
C 26.441352 -6.049567 -3.997526 0.10 -0.54 0.21 -0.287
H 18.680721 -11.322416 -7.985020 0.29 0.24 -0.40 0.117
C 26.691114 -2.551930 -2.910314 0.31 0.17 -0.68 -0.079
H 18.485333 -13.043943 -5.984970 -0.39 0.85 -0.35 0.073
H 24.388561 -3.616444 -9.537151 0.30 0.18 -0.19 0.057
H 20.461087 -8.734690 -4.533928 0.00 -0.10 -0.13 0.078
H 24.047399 -8.011457 -9.173743 0.08 0.46 -0.05 0.084
Br 29.638389 -11.563881 -9.033147 -0.16 0.00 -0.28 0.606
C 28.553217 -10.622244 -10.378742 -0.09 -0.16 0.54 -0.681
Br 20.164928 -2.221190 -4.936967 -0.27 0.09 -0.12 0.653
H 23.443968 -2.724198 -8.406301 0.00 0.51 -0.08 0.015
H 22.750675 0.347519 -5.689662 -0.11 -0.33 0.10 0.094
H 27.416023 -9.559166 -8.839378 0.23 0.18 -0.19 0.052
H 27.461041 -6.426946 -3.820706 -0.21 -0.44 -0.23 0.119
C 25.766317 -6.595175 -5.261454 1.00 0.63 0.05 -0.059
H 24.043964 -5.662040 -7.706320 -0.19 0.37 0.10 0.112
C 23.773007 -0.007874 -5.724070 0.36 0.70 -0.25 0.051
H 21.297193 -6.086104 -6.386718 0.02 -0.04 0.02 0.067
H 20.488029 -11.444537 -7.715795 0.00 0.47 -0.22 0.111
H 17.927020 -2.503936 -6.001660 -0.02 0.17 -0.14 0.050
C 27.275012 -10.207007 -9.701313 -0.27 0.46 0.22 -0.699
H 20.149971 -13.003466 -5.948640 0.29 -0.38 -0.46 0.074
H 25.819300 -4.360569 -2.133977 0.25 -0.22 0.25 0.119
H 19.340813 -1.293225 -7.822091 -0.42 -0.02 0.01 0.060
C 19.329901 -12.880389 -6.664270 0.09 -0.47 1.05 -0.088
C 19.492804 -11.486781 -7.272014 -1.29 -0.92 0.91 -0.263
```
Forces are in eV/Å.

Calculated values
Kohn-Sham gap: 0.352 Ha
E_HOMO: -9.43 eV
total charge: 0
SMILES: C[N+](=O)[O-].BrCCBr.BrCCBr.BrCCBr.CCOCC.CCOCC.CCOCC
relative energy (zero: lowest compared OMol25 entry of this formula, charge and spin): 0.0 kJ/mol

(2)
Here is a structure of composition C19H45ClO2P2Pb from the Open Molecules 2025 dataset. Energies are from ωB97M-V/def2-TZVPD.

Structure (XYZ):
```
70
Properties=species:S:1:pos:R:3:forces:R:3:lowdin_charge:R:1
H 3.197563 -4.509652 1.329977 -0.19 0.11 0.26 0.064
H -5.488023 0.898322 -1.092296 0.00 -0.07 -0.11 0.074
C 2.607175 -4.101574 2.161821 -0.12 -0.32 0.18 -0.120
H -0.459757 -3.358330 2.457317 0.16 0.12 0.19 0.080
C -2.872743 2.220496 -3.881176 0.12 0.22 -0.41 -0.117
H -2.420476 1.771145 1.520992 -0.28 0.02 -0.13 0.051
H 2.477295 -1.157254 -2.066641 0.46 0.10 0.18 0.017
H 2.108838 -4.944266 2.661808 0.21 0.09 -0.08 0.081
H -3.336857 -0.602920 -2.720934 -0.19 0.12 0.26 0.111
H 4.211223 -1.547970 -2.305555 -0.27 0.18 0.17 0.081
C -3.184946 2.416406 -0.420805 -0.34 -0.09 -0.35 -0.544
H 5.382753 -2.962832 -0.765406 -0.03 0.10 0.26 0.084
H -2.420224 2.622781 -4.800115 -0.20 -0.06 0.15 0.083
C 4.825671 -2.550845 0.089162 0.02 -0.21 -0.12 -0.115
H -3.865032 2.795075 1.581607 0.03 -0.20 -0.01 0.085
H 0.767488 -3.174632 3.721772 -0.02 0.12 -0.16 0.076
H -2.254149 4.135908 -1.453851 -0.06 -0.15 0.32 0.061
H 1.187832 2.187350 0.858213 0.47 -0.82 -1.40 0.011
Cl -0.128686 -2.018682 -1.829527 -0.08 0.34 0.26 -0.170
H -0.865188 3.684471 -3.030662 0.06 -0.25 0.13 0.073
C -3.388282 1.970801 1.035959 -0.02 0.12 0.07 -0.112
H 0.190864 -1.760987 2.812853 0.08 -0.24 -0.04 0.032
O -0.074249 1.730712 2.474965 0.84 0.17 -1.67 -0.037
P -2.369618 1.046630 -1.359863 0.29 0.13 0.18 0.927
H 1.206981 1.570997 0.028254 -0.84 0.04 0.92 0.022
H 1.039528 -3.554902 0.787191 0.14 0.04 0.32 0.090
H 3.162492 0.176953 4.094295 -0.11 -0.11 0.02 0.084
H 3.296266 -3.642066 2.889699 -0.25 -0.12 -0.20 0.079
H 5.364604 -1.666787 0.449697 -0.06 -0.22 -0.08 0.067
H 4.108713 -1.480674 2.428056 -0.21 0.40 0.03 0.100
C 3.916141 0.513777 1.574987 0.02 0.08 0.14 -0.108
H 2.164137 -1.289338 3.990464 0.12 0.16 -0.15 0.066
P 2.252364 -1.582236 0.907876 -0.36 -0.24 0.36 0.933
H 0.163983 2.385115 -3.646511 -0.10 0.17 0.20 0.084
H -4.573481 -1.997138 -1.041750 0.27 0.16 0.15 0.082
C 3.464292 -1.197190 -1.573420 -0.06 -0.06 -0.07 -0.136
C 2.511619 -0.411050 3.437080 0.02 0.17 0.04 -0.103
C 3.306784 -0.760319 2.175219 0.28 -0.43 0.02 -0.546
H 2.907247 -3.102286 -0.758305 0.25 0.25 0.07 0.107
H -2.820268 -1.855874 -0.715023 -0.37 0.20 0.06 0.020
H -1.403189 -0.752024 1.093276 0.88 0.07 -0.49 -0.057
O 0.963717 3.729299 2.037263 -0.13 -0.33 -0.14 0.057
H -2.973134 4.466927 0.138698 0.22 -0.10 -0.15 0.089
H 4.682151 0.318561 0.813936 -0.26 0.05 0.16 0.062
C 3.418236 -2.189900 -0.395415 -0.22 -0.15 -0.14 -0.546
C -0.561888 2.643521 -2.863520 0.12 -0.08 -0.25 -0.123
H -4.020281 1.079588 1.140521 0.15 0.21 -0.08 0.064
H -4.165912 2.581001 -0.905795 0.35 0.04 0.27 0.097
C 0.457382 -2.820968 2.731530 -0.27 -0.16 -0.05 -0.136
H 3.754607 -0.183988 -1.246512 -0.10 -0.36 -0.15 0.068
H -4.004121 -0.925934 0.262531 0.10 -0.15 -0.27 0.061
H -5.783313 -0.350392 -2.311653 0.07 0.18 0.07 0.083
C -3.709365 -0.163546 -1.775312 0.13 -0.09 -0.31 -0.541
H 4.814421 -3.309355 0.883996 0.09 0.32 -0.24 0.058
C 0.613446 2.580737 1.910981 -0.67 1.03 2.13 -0.652
H -0.041392 2.581772 -1.898153 -0.16 0.03 -0.23 0.036
C 1.537042 -3.122330 1.675371 0.46 0.21 -0.59 -0.542
H -3.578607 1.433549 -4.179064 0.23 0.25 0.09 0.064
C -3.771122 -1.300787 -0.744776 -0.06 -0.16 -0.08 -0.146
H -1.425746 3.613291 0.046189 -0.14 0.08 -0.16 0.076
C -5.094011 0.449445 -2.009377 -0.04 -0.13 -0.19 -0.117
H 4.373751 1.101472 2.380398 0.01 -0.07 -0.18 0.086
H -3.436312 3.039868 -3.403881 0.21 -0.27 -0.11 0.081
C -1.758381 1.678758 -2.983376 -0.39 -0.31 0.03 -0.553
H 3.124300 1.135445 1.136412 0.27 -0.08 0.04 0.046
C -2.401846 3.730131 -0.444801 -0.05 0.11 0.10 -0.099
H -5.093339 1.207207 -2.803748 -0.05 -0.17 0.33 0.058
H -1.385109 0.736498 -3.425823 -0.09 0.28 0.08 0.097
Pb -0.074652 -0.104277 -0.067696 -0.52 -0.10 0.43 0.656
H 1.642796 0.219294 3.200375 0.16 -0.19 0.06 0.060
```
Forces are in eV/Å.

Calculated values
Kohn-Sham gap (alpha / beta): 0.244 / 0.244 Ha
E_HOMO (alpha / beta): -7.39 / -7.39 eV
total charge: 0

Molecular weight for the records above, in order: 847.00; 610.17 g/mol
E_tot for the records above, in order: -452411.009; -60874.239 eV